Here is C5H12Cl2O2Si in the gas phase in a non-equilibrium geometry from the OMol25 dataset. Energies are from wB97M-V/def2-TZVPD.

The orbital gap comes out at 10.32 eV. The HOMO energy is -9.68 eV. As for the SMILES: CO[Si](C)(OC)[C@H](Cl)CCl. The energy relative to the best compared isomer or geometry (same formula, charge and spin) comes out at 0.0 kcal/mol.

XYZ file:
```
22
Properties=species:S:1:pos:R:3:forces:R:3:mulliken_charge:R:1
C 1.325 -2.239 0.895 -0.08 -0.34 1.58 -0.71
C 1.376 0.508 -2.582 0.65 2.22 0.85 -0.72
C 0.782 0.960 1.481 -0.56 0.52 -1.76 -1.14
C -2.333 1.241 0.379 -2.04 1.07 -0.89 -0.51
C -1.619 -0.024 0.157 -0.17 -0.91 0.09 -0.14
O 0.869 -1.381 -0.051 -0.07 0.16 -1.96 -0.24
O 0.440 0.782 -1.523 1.09 1.07 -1.30 -0.33
Si 0.255 0.082 -0.104 -1.35 0.68 1.92 0.33
Cl -4.123 0.765 0.848 1.04 0.69 0.15 -0.23
Cl -2.396 -0.825 -1.240 0.22 -0.54 -0.30 -0.18
H 1.365 -3.202 0.454 0.66 -1.04 -0.34 0.29
H 0.643 -2.356 1.729 -0.45 0.16 0.32 0.30
H 2.253 -1.898 1.335 0.56 -0.20 -0.10 0.29
H 1.014 -0.328 -3.033 -0.71 -2.48 -1.64 0.34
H 2.392 0.355 -2.255 0.28 -0.34 0.68 0.30
H 1.516 1.307 -3.340 -0.93 -0.02 0.71 0.25
H 1.843 0.788 1.550 0.39 0.15 0.68 0.37
H 0.549 2.036 1.349 0.29 -0.50 0.44 0.34
H 0.169 0.515 2.267 0.38 0.10 0.24 0.35
H -1.894 1.767 1.270 -0.73 0.05 -1.25 0.33
H -2.562 1.768 -0.644 1.01 -0.35 2.37 0.31
H -1.867 -0.621 1.058 0.51 -0.15 -0.51 0.41
```
Positions in Å, forces in eV/Å.

Here is a molecular structure, C5H12CuO7 in a non-equilibrium geometry from the OMol25 dataset. Energies are from wB97M-V/def2-TZVPD.

The orbital gap comes out at 3.42 eV. The total charge is -1. The HOMO energy is -1.86 eV. The energy relative to the best compared isomer or geometry (same formula, charge and spin) comes out at 94.5 kcal/mol.

XYZ file:
```
25
Properties=species:S:1:pos:R:3:forces:R:3:mulliken_charge:R:1
Cu -1.349 0.743 0.332 -0.72 0.23 -0.34 0.29
C -3.823 2.772 -2.024 0.11 2.51 -1.52 0.62
O -4.178 2.054 -1.089 -1.64 -2.92 3.79 -0.59
O -2.668 2.623 -2.405 3.50 -0.46 -1.61 -0.61
O -4.580 3.659 -2.488 -1.22 0.45 -0.25 -0.71
C 4.106 1.135 -0.696 0.66 -0.48 0.61 -0.42
C 3.531 2.039 0.364 -0.23 0.61 0.18 -0.36
O 2.129 2.190 0.298 -0.56 -0.77 0.38 -0.48
O 4.076 1.661 -1.989 -0.26 0.42 -0.45 -0.53
H 3.609 0.167 -0.742 -0.36 -0.11 0.57 0.26
H 5.134 0.899 -0.421 0.26 0.23 -0.14 0.34
H 3.920 3.057 0.386 0.76 -0.03 -0.53 0.27
H 3.816 1.643 1.338 -0.46 -0.29 0.15 0.31
H 1.852 2.711 -0.459 0.19 0.15 -0.08 0.30
H 3.150 1.549 -2.218 -0.09 0.26 -0.69 0.33
C -2.625 -3.058 0.982 -1.00 0.25 -0.14 -0.57
C -1.164 -3.212 1.357 -0.22 -0.24 0.58 -0.40
O -0.324 -2.112 0.999 -0.62 -0.42 -0.27 -0.41
O -3.238 -1.921 1.589 0.71 0.07 0.01 -0.50
H -3.242 -3.901 1.296 0.64 -0.71 0.52 0.33
H -2.811 -3.106 -0.091 0.55 0.64 -0.35 0.36
H -0.811 -4.154 0.937 0.05 -0.05 -0.54 0.31
H -1.068 -3.385 2.429 -0.31 0.24 0.34 0.29
H 0.560 -2.398 1.242 0.20 0.27 -0.06 0.27
H -4.004 -1.657 1.073 0.03 0.15 -0.15 0.30
```
Positions in Å, forces in eV/Å.

Here is 2 unconnected molecules or ions with the total composition C5H12FN2 in a non-equilibrium geometry from the OMol25 dataset. Energies are from wB97M-V/def2-TZVPD.

The orbital gap (alpha / beta) comes out at 5.13 / 5.03 eV. The total charge is +1. The HOMO energy (alpha / beta) is -9.84 / -9.82 eV. The energy relative to the best compared isomer or geometry (same formula, charge and spin) comes out at 81.2 kcal/mol.

XYZ file:
```
20
Properties=species:S:1:pos:R:3:forces:R:3:mulliken_charge:R:1
C 2.445 -0.935 -0.892 -2.71 2.60 -1.64 -0.13
C -0.549 -0.753 0.697 -0.29 0.81 -1.47 -0.38
C -2.506 0.641 0.453 -0.32 -0.62 -0.66 -0.02
C -3.595 1.100 -0.489 -0.50 0.57 3.09 -1.07
C 3.030 1.194 0.309 1.47 -0.23 2.03 -0.72
N -1.604 -0.259 0.055 -0.79 1.43 2.29 -0.11
N 2.244 0.333 -0.571 0.71 -1.93 -0.90 -0.02
F 0.164 -1.653 -0.003 0.49 -1.05 -0.30 -0.33
H 1.759 -1.321 -1.725 1.25 0.44 1.54 0.24
H 3.183 -1.569 -0.475 0.77 -0.16 0.59 0.34
H -0.355 -0.580 1.693 0.46 0.00 1.82 0.54
H -2.423 1.055 1.449 0.17 -0.08 -0.12 0.36
H -4.646 0.814 -0.218 0.98 0.14 0.03 0.28
H -3.422 0.780 -1.448 0.46 -0.72 -2.46 0.32
H -3.524 2.184 -0.439 -0.40 0.22 -0.39 0.28
H 2.374 1.543 1.167 0.95 -0.78 -0.81 0.30
H 4.022 0.675 0.634 -2.16 0.56 -0.24 0.26
H 3.406 2.115 -0.144 -0.52 -0.27 -0.69 0.32
H -1.815 -0.686 -0.797 -0.19 -0.73 -1.84 0.25
H 1.469 0.798 -1.045 0.18 -0.22 0.12 0.29
```
Positions in Å, forces in eV/Å.

- The lowest energy relative to the best compared isomer or geometry (same formula, charge and spin) belongs to which entry?
  C5H12Cl2O2Si

- What is the energy relative to the best compared isomer or geometry (same formula, charge and spin) in the third record?
  81.2 kcal/mol

- Which formula does entry 3 have?
  C5H12FN2

- Which value of energy relative to the best compared isomer or geometry (same formula, charge and spin) does entry 3 give?
  81.2 kcal/mol